[1]
This record from OMol25 describes a molecular structure, C22H44BBeClFN8O8P at a distorted geometry. The level of theory is wB97M-V/def2-TZVPD.

As for the lowest unoccupied orbital energy: -4.3 eV. The calculation puts the max |F| at 8.4 eV/A. Its highest occupied orbital energy is -0.214 hartree.

Geometry as XYZ:
```
87
Properties=species:S:1:pos:R:3:lowdin_charge:R:1
C 4.817 -1.344 3.309 0.1159
C 4.518 -1.371 2.015 -0.0309
C 4.194 -1.006 0.458 -0.0208
N 3.794 0.481 0.359 -0.1187
C 2.310 0.691 0.361 -0.0998
O 1.634 -0.043 -0.729 -0.1640
C 0.190 0.032 -0.508 -0.1480
C -0.654 -0.186 -1.876 -0.1617
O -2.056 0.207 -1.707 -0.2395
C -2.122 1.685 -1.726 -0.2414
C -2.608 2.280 -0.299 -0.0939
O 4.515 1.087 1.340 -0.0184
C 3.794 1.920 2.225 -0.1627
N 3.090 2.413 3.112 0.2185
B 4.466 0.951 -0.965 -0.4660
O 4.134 0.462 -2.280 0.1479
N 5.600 1.956 -0.879 -0.1215
C 5.086 3.367 -0.886 -0.0707
C 6.633 1.703 -1.933 -0.0940
H 5.091 -1.036 4.396 0.0872
H 5.201 -1.095 -0.111 0.1568
H 3.400 -1.721 0.049 0.1608
H 1.995 1.802 0.147 0.1390
H 1.780 0.272 1.318 0.1834
H -0.078 1.030 0.019 0.1260
H -0.115 -0.814 0.220 0.1276
H -0.158 0.304 -2.804 0.1457
H -0.675 -1.331 -2.108 0.1354
H -2.858 2.083 -2.526 0.1252
H -1.064 2.066 -2.022 0.0560
H -1.739 2.625 0.374 0.0520
H -3.156 1.415 0.258 0.0742
H -3.349 3.173 -0.411 0.0846
H 4.335 -0.507 -2.278 0.1272
H 4.412 3.532 0.037 0.0765
H 4.473 3.659 -1.815 0.1087
H 6.014 4.060 -0.725 0.0924
H 6.247 1.745 -3.018 0.1021
H 7.509 2.473 -1.876 0.0938
H 7.082 0.639 -1.777 0.1023
F 0.335 2.960 -1.918 -0.6672
Be 0.956 4.529 -0.708 0.1096
N 8.522 4.413 -0.332 0.0431
C 8.746 4.101 0.957 -0.1473
C 9.794 4.614 1.704 -0.0721
C 10.667 5.499 1.088 -0.0752
C 10.462 5.838 -0.243 -0.0701
C 9.383 5.274 -0.904 -0.1425
H 8.038 3.403 1.393 0.1003
H 9.924 4.329 2.741 0.1028
H 11.501 5.922 1.639 0.1077
H 11.125 6.525 -0.754 0.1042
H 9.178 5.510 -1.943 0.1059
O -4.998 -1.555 2.884 -0.2990
P -5.473 -2.592 1.850 0.7785
N -4.369 -1.966 0.660 -0.2299
C -4.501 -1.909 -0.785 -0.2710
C -2.950 -2.141 0.995 -0.1031
N -7.001 -1.807 1.645 -0.3439
C -7.438 -1.161 0.422 -0.1464
C -7.517 -1.041 2.783 -0.1404
N -6.015 -3.823 0.692 -0.3183
C -7.267 -4.512 1.096 -0.1083
C -5.028 -4.921 0.549 -0.1287
H -4.355 -2.890 -1.274 0.0279
H -3.755 -1.227 -1.215 0.1245
H -5.453 -1.498 -1.123 -0.0320
H -2.617 -3.167 0.820 0.0777
H -2.753 -1.907 2.044 0.0851
H -2.312 -1.470 0.411 0.0589
H -6.851 -0.260 0.207 0.0922
H -8.490 -0.865 0.483 0.0891
H -7.403 -1.841 -0.428 -0.0035
H -7.043 -0.056 2.856 0.0830
H -7.356 -1.582 3.721 0.0736
H -8.599 -0.894 2.703 0.0811
H -7.173 -4.947 2.096 0.0910
H -7.515 -5.310 0.389 0.0810
H -8.133 -3.850 1.093 0.0806
H -4.796 -5.375 1.517 0.0908
H -4.091 -4.582 0.107 0.0603
H -5.401 -5.699 -0.125 0.0856
Cl -6.101 -2.950 -1.977 0.6704
N -7.890 -6.198 -3.138 -0.6268
O -8.532 -7.161 -3.576 0.0110
O -7.252 -6.303 -2.075 -0.0609
O -7.884 -5.118 -3.765 -0.0165
```

***

[2]
This record from OMol25 describes 10 unconnected molecules or ions with the total composition C22H44BBr18ClNO4. The level of theory is wB97M-V/def2-TZVPD.

As for the lowest unoccupied orbital energy: 1.2 eV. The calculation puts the max |F| at 0.8 eV/A. Its highest occupied orbital energy is -0.149 hartree. Its charge is -1.

Geometry as XYZ:
```
91
Properties=species:S:1:pos:R:3:lowdin_charge:R:1
C -0.850 1.774 1.685 -0.1029
C -1.996 1.544 0.712 -0.2488
O -3.003 0.816 1.409 0.0560
B -4.215 0.728 0.762 -0.6780
O -4.269 0.172 -0.513 0.0972
C -5.588 1.145 1.441 -0.2438
N -6.038 2.461 0.963 -0.4158
Cl -4.994 3.774 1.373 0.5789
C -5.606 0.898 2.968 -0.7173
O -5.111 1.746 3.721 -0.0511
O -6.130 -0.209 3.271 -0.1925
H 0.105 1.922 1.185 0.0523
H -0.794 0.897 2.326 0.0713
H -1.076 2.651 2.284 0.0606
H -1.672 1.019 -0.189 0.1137
H -2.378 2.514 0.388 0.1027
H -4.252 -0.785 -0.381 -0.0205
H -6.325 0.448 1.038 0.1262
H -6.962 2.661 1.320 0.0597
Br 1.787 2.383 4.134 0.6559
C 2.544 4.175 4.100 -0.6854
C 1.549 5.200 3.624 -0.6879
Br 1.303 5.122 1.700 0.6157
H 3.426 4.131 3.470 0.0486
H 2.842 4.382 5.127 0.0526
H 1.916 6.203 3.830 0.0580
H 0.570 5.072 4.075 0.0503
Br 4.022 7.854 0.327 0.5944
C 3.736 8.099 -1.580 -0.7061
C 2.278 8.050 -1.950 -0.6800
Br 1.558 6.242 -1.941 0.5810
H 4.315 7.331 -2.081 -0.0075
H 4.150 9.078 -1.813 0.0556
H 2.146 8.407 -2.969 0.0552
H 1.655 8.632 -1.279 0.0506
Br -1.530 -5.164 -1.516 0.5793
C -0.959 -3.508 -0.668 -0.6816
C -1.579 -3.332 0.692 -0.6544
Br -3.439 -2.801 0.591 0.7480
H -1.215 -2.702 -1.348 0.0532
H 0.124 -3.585 -0.586 0.0519
H -1.081 -2.530 1.233 0.0630
H -1.551 -4.242 1.283 0.0488
Br 2.251 -6.472 -2.006 0.6013
C 2.186 -7.820 -3.404 -0.7006
C 0.990 -7.659 -4.305 -0.6830
Br -0.646 -8.275 -3.457 0.5568
H 2.198 -8.784 -2.907 0.0470
H 3.105 -7.690 -3.972 0.0534
H 1.108 -8.277 -5.192 0.0550
H 0.824 -6.628 -4.601 0.0519
Br 4.763 4.479 -2.129 0.6326
C 5.100 3.295 -3.628 -0.7079
C 4.286 3.680 -4.834 -0.7188
Br 2.422 3.156 -4.659 0.6220
H 4.884 2.287 -3.289 0.0544
H 6.169 3.399 -3.832 -0.0574
H 4.649 3.160 -5.719 0.0517
H 4.294 4.751 -5.013 0.0172
Br -6.588 -2.750 2.251 0.7328
C -7.192 -4.526 1.745 -0.7042
C -6.686 -5.597 2.676 -0.7023
Br -4.815 -6.039 2.370 0.5756
H -6.882 -4.691 0.718 0.0444
H -8.278 -4.485 1.795 0.0482
H -7.224 -6.529 2.513 0.0462
H -6.769 -5.306 3.718 0.0461
Br 8.352 4.559 -4.011 0.6887
C 8.004 4.792 -5.908 -0.6695
C 7.969 6.248 -6.290 -0.6893
Br 6.323 7.108 -5.716 0.6279
H 7.067 4.286 -6.121 0.0417
H 8.815 4.283 -6.422 0.0596
H 7.995 6.357 -7.372 0.0576
H 8.785 6.809 -5.847 0.0495
Br 0.593 5.455 8.317 0.5853
C 0.193 3.773 7.419 -0.7006
C 0.383 2.589 8.326 -0.6843
Br 2.268 2.172 8.593 0.5812
H 0.833 3.724 6.545 -0.0150
H -0.845 3.847 7.105 0.0695
H -0.050 1.702 7.869 0.0640
H -0.044 2.738 9.311 0.0489
Br -2.843 -9.934 -0.881 0.6173
C -3.008 -11.748 -1.556 -0.6995
C -1.687 -12.469 -1.568 -0.6942
Br -0.552 -11.866 -3.029 0.5831
H -3.447 -11.675 -2.545 0.0497
H -3.703 -12.248 -0.885 0.0554
H -1.837 -13.534 -1.734 0.0537
H -1.123 -12.320 -0.653 0.0496
```

***

[3]
This record from OMol25 describes 10 unconnected molecules or ions with the total composition C22H44Br18O2S at a distorted geometry. The level of theory is wB97M-V/def2-TZVPD.

As for the lowest unoccupied orbital energy: -0.1 eV. The calculation puts the max |F| at 2.2 eV/A. As for the SMILES: O=S1(=O)CCCC1.BrCCBr.BrCCBr.BrCCBr.BrCCBr.BrCCBr.BrCCBr.BrCCBr.BrCCBr.BrCCBr. Its highest occupied orbital energy is -0.365 hartree.

Geometry as XYZ:
```
87
Properties=species:S:1:pos:R:3:lowdin_charge:R:1
C -0.011 1.336 -1.428 -0.2550
C 1.319 1.092 -0.632 -0.2350
C 1.261 -0.432 -0.302 -0.2118
S -0.418 -0.715 0.193 0.5978
O -0.539 -0.674 1.611 -0.3104
O -0.918 -1.866 -0.520 -0.3295
C -1.061 0.736 -0.478 -0.2903
H 0.091 0.762 -2.375 0.0750
H -0.344 2.382 -1.668 0.0556
H 1.306 1.683 0.295 0.0808
H 2.189 1.422 -1.210 0.0280
H 1.970 -0.725 0.465 0.0903
H 1.331 -1.005 -1.222 0.0408
H -1.144 1.318 0.466 0.0750
H -2.029 0.560 -0.926 0.0976
Br -2.145 1.434 -4.161 0.6998
C -3.452 0.059 -4.687 -0.6872
C -2.774 -1.272 -4.822 -0.7099
Br -4.205 -2.570 -4.821 0.6628
H -3.772 0.353 -5.674 0.0501
H -4.307 0.035 -4.029 0.0403
H -2.097 -1.495 -3.954 0.0578
H -2.190 -1.369 -5.766 0.0808
Br 2.252 -1.755 5.318 0.6628
C 1.363 -0.071 5.142 -0.6999
C 2.317 1.129 5.352 -0.7268
Br 3.000 1.132 7.145 0.6321
H 0.604 -0.023 5.917 0.0528
H 0.946 0.003 4.137 0.0483
H 1.609 1.928 5.273 0.0471
H 3.130 1.188 4.635 -0.0258
Br -0.672 7.423 -1.159 0.6526
C 0.178 5.734 -0.845 -0.7257
C -0.616 4.916 0.130 -0.6772
Br -2.228 4.016 -0.567 0.6842
H 1.137 5.987 -0.333 0.0767
H 0.509 5.280 -1.762 0.0257
H -0.940 5.467 1.000 0.0108
H 0.071 4.109 0.491 0.0686
Br 3.866 1.458 2.027 0.7177
C 5.726 0.907 2.304 -0.6495
C 6.420 2.060 2.981 -0.7446
Br 8.277 1.703 3.452 0.6258
H 6.168 0.701 1.322 0.0688
H 5.828 0.051 2.925 0.0492
H 5.921 2.386 3.906 0.0533
H 6.383 2.887 2.249 0.0572
Br 2.908 3.342 -2.916 0.6913
C 2.174 2.977 -4.694 -0.6533
C 1.760 1.539 -4.835 -0.7128
Br 2.303 0.884 -6.579 0.6567
H 2.901 3.347 -5.339 0.0092
H 1.313 3.622 -4.859 0.0677
H 0.682 1.455 -4.716 -0.0048
H 2.178 0.939 -4.053 0.0248
Br 0.823 -5.013 4.889 0.5922
C 0.043 -3.913 3.498 -0.7339
C 0.177 -4.560 2.165 -0.6766
Br 2.063 -4.598 1.608 0.6145
H 0.512 -2.924 3.576 -0.0081
H -1.029 -3.873 3.715 0.0706
H -0.416 -3.946 1.509 0.0423
H -0.270 -5.550 2.071 0.0680
Br -2.128 4.000 3.404 0.6447
C -2.412 2.111 3.035 -0.6882
C -3.614 1.851 2.169 -0.8241
Br -5.263 1.916 3.036 0.6851
H -2.514 1.612 4.015 0.0621
H -1.508 1.676 2.584 0.0358
H -3.549 0.819 1.790 0.0103
H -3.719 2.621 1.397 -0.0112
Br -3.896 -5.106 -0.861 0.6236
C -5.122 -3.655 -0.380 -0.6598
C -4.310 -2.373 -0.500 -0.7083
Br -5.342 -0.893 0.196 0.6743
H -5.545 -3.874 0.618 0.0661
H -5.934 -3.755 -1.058 0.0393
H -4.185 -2.120 -1.521 0.0101
H -3.377 -2.409 0.024 0.0204
Br -0.280 -6.042 -3.728 0.6104
C -0.008 -4.891 -2.174 -0.7171
C 1.227 -4.114 -2.150 -0.6656
Br 1.441 -2.699 -3.543 0.5802
H 0.082 -5.566 -1.293 0.0759
H -0.903 -4.304 -2.010 0.0292
H 2.145 -4.681 -2.255 0.0570
H 1.277 -3.520 -1.225 0.0141
```

***

Number 1: orbital gap 1.50 eV. Number 2: orbital gap 5.26 eV. Number 3: orbital gap 9.81 eV.